# 1
17
Properties=species:S:1:pos:R:3 method="wB97M-V/def2-TZVPD" lumo_ev=-3.5 e_above_lowest_kcal_mol=52.0 gap_ha=0.3566 smiles="C[C@]1([NH3+])CC=CO1" total_charge=+1
H 1.51 -1.03 -1.22
C -1.73 -0.67 -0.11
H -0.08 2.11 -0.20
H -0.58 1.65 1.31
H 1.12 -1.42 1.57
C -1.86 0.68 -0.11
H -2.68 1.29 -0.41
O -0.60 -1.18 0.28
H 1.20 0.49 -1.78
H 1.60 0.22 1.92
H 2.48 -0.69 0.60
H -2.46 -1.26 -0.66
H -0.03 -0.59 -1.66
C 0.32 -0.05 0.18
N 0.83 -0.28 -1.20
C 1.48 -0.45 1.14
C -0.53 1.18 0.34


# 2
89
Properties=species:S:1:pos:R:3 method="wB97M-V/def2-TZVPD" lumo_ev=1.9 gap_ha=0.2726 total_charge=-1
B -0.57 -3.87 0.22
O -2.11 -6.06 0.32
H 2.58 4.99 -5.27
H 2.50 7.35 -5.92
S 1.59 -6.38 -4.08
C -1.45 -1.71 0.78
C 2.79 1.06 0.41
H -4.48 -4.81 5.12
H -0.68 -1.74 1.54
H 1.88 5.32 -3.72
H 3.04 5.27 -1.29
H 2.57 0.23 -0.27
C -4.11 -4.51 4.13
H 3.24 -4.84 -2.48
C 3.63 0.53 1.55
H -6.20 -2.12 3.07
H -7.56 -6.33 3.46
H 2.24 7.87 -4.25
H 5.92 5.43 -4.18
C -6.25 -2.52 5.19
H 5.35 7.89 -4.80
H 4.53 0.04 1.16
C 2.06 7.06 -4.96
C -7.02 -5.50 3.93
N 0.09 -6.66 -0.51
H 1.84 4.59 0.90
H 2.04 6.58 -1.92
S 1.65 -6.44 -0.63
H 0.98 7.00 -5.11
H -2.69 -2.00 -1.31
C 4.08 6.56 -2.69
C -3.47 -5.72 3.46
N -1.76 -3.06 0.29
N 3.91 5.69 -3.84
H -2.32 -1.25 1.23
H 4.07 7.63 -2.95
H 0.45 0.92 -0.77
P 1.92 -5.31 -2.49
H 3.08 -0.21 2.13
O 2.27 -7.66 -1.00
H -6.39 -5.93 4.71
H -5.75 -5.49 2.20
H -3.07 -5.47 2.48
H 2.62 4.45 2.46
H -6.87 -4.17 2.23
C 2.40 3.91 1.54
H 2.01 2.82 -1.63
H 0.58 -2.67 -0.73
H 3.28 6.92 -0.73
H 0.57 2.92 2.14
H -1.08 -1.07 -0.02
H -6.28 -1.48 5.53
H -2.65 -6.09 4.07
C 1.59 2.64 1.86
O -0.33 -5.88 1.89
H 4.89 4.93 -5.49
C 3.05 6.31 -1.60
C 0.60 1.86 -0.24
C -2.37 -3.01 -1.06
N 1.52 1.61 0.85
N -5.14 -3.88 3.32
O 0.65 -3.32 -0.01
H 3.39 1.79 -0.17
H -4.18 -6.54 3.34
O 2.31 -5.73 0.42
C -6.20 -4.75 2.87
H -0.38 2.11 0.18
S -0.74 -5.71 0.52
H 4.64 7.23 -6.29
H -7.77 -4.86 4.40
H -4.65 -1.96 3.86
H 0.86 3.94 -0.88
H 2.01 2.20 2.77
C 5.34 7.03 -5.48
H -1.68 -3.34 -1.84
C 0.98 2.93 -1.28
H 6.33 6.97 -5.94
H 3.35 3.69 1.06
H 5.07 6.35 -2.27
H 3.97 1.32 2.23
H -7.28 -2.87 5.14
H -3.32 -3.77 4.30
C -5.55 -2.59 3.82
H 0.33 2.85 -2.15
H -3.24 -3.65 -1.12
H 1.04 -4.22 -2.43
H -5.72 -3.10 5.94
C 5.03 5.72 -4.75
C 2.59 5.72 -4.45